(1)
26
Properties=species:S:1:pos:R:3 method="wB97M-V/def2-TZVPD" de_lowest_kcal_mol=72.9 homo_lumo_gap_ha=0.3468
C 0.83 1.26 2.89
C 0.93 0.18 2.13
C -1.79 -1.01 0.85
C -1.84 1.17 -0.34
C -1.17 -0.90 -1.56
C 3.13 0.54 -1.10
C -1.10 -0.16 -0.22
N 1.71 0.32 -1.01
Si 0.72 0.15 0.25
Cl 1.55 -0.80 -5.30
H 0.99 1.23 3.96
H 0.57 2.22 2.49
H 1.20 -0.76 2.61
H -1.83 -0.50 1.81
H -2.82 -1.22 0.56
H -1.28 -1.96 0.99
H -2.87 1.01 -0.63
H -1.37 1.80 -1.09
H -1.83 1.71 0.61
H -0.70 -0.32 -2.34
H -0.67 -1.86 -1.49
H -2.21 -1.07 -1.84
H 3.67 -0.41 -1.01
H 3.35 0.96 -2.09
H 3.52 1.22 -0.34
H 1.61 -0.50 -4.06

(2)
56
Properties=species:S:1:pos:R:3 method="wB97M-V/def2-TZVPD" de_lowest_kcal_mol=0.0 smiles="CCOC(=O)c1cccc(NC(=O)[C@H]2CCCN(c3nnc(N4CCCC4=O)s3)C2)c1" homo_lumo_gap_ha=0.3207
C -0.50 -6.81 -1.68
C -1.54 -6.30 -0.70
H -2.52 -6.20 -1.17
H -1.65 -6.98 0.16
O -1.12 -5.03 -0.22
C -1.91 -4.44 0.68
O -2.93 -4.93 1.09
C -1.40 -3.11 1.11
C -0.23 -2.58 0.57
C 0.22 -1.34 1.00
C -0.50 -0.65 1.98
C -1.66 -1.18 2.50
C -2.11 -2.42 2.08
H -3.02 -2.85 2.48
H -2.21 -0.63 3.26
H -0.15 0.32 2.31
N 1.39 -0.73 0.52
C 2.21 -1.18 -0.46
O 2.05 -2.21 -1.08
C 3.46 -0.32 -0.75
C 3.66 -0.26 -2.27
C 2.64 0.69 -2.89
H 1.63 0.30 -2.72
C 2.76 2.08 -2.27
N 2.59 1.99 -0.84
C 1.49 2.40 -0.20
N 1.22 2.08 1.03
N 0.09 2.63 1.50
C -0.51 3.36 0.63
N -1.68 4.02 0.86
C -2.29 4.78 -0.09
O -1.85 4.96 -1.20
C -3.58 5.30 0.51
H -4.40 4.71 0.10
C -3.41 5.08 2.01
H -2.98 5.98 2.47
H -4.35 4.86 2.51
C -2.42 3.92 2.10
H -2.93 2.95 2.15
H -1.73 3.99 2.95
H -3.75 6.34 0.23
S 0.29 3.47 -0.93
C 3.53 1.10 -0.18
H 4.54 1.49 -0.37
H 3.35 1.13 0.89
H 3.75 2.49 -2.47
H 2.01 2.76 -2.67
H 2.80 0.76 -3.97
H 4.67 0.09 -2.49
H 3.54 -1.26 -2.69
H 4.29 -0.90 -0.32
H 1.54 0.19 0.92
H 0.32 -3.13 -0.18
H -0.40 -6.11 -2.51
H 0.46 -6.90 -1.19
H -0.80 -7.78 -2.07

(3)
77
Properties=species:S:1:pos:R:3 method="wB97M-V/def2-TZVPD" total_charge=+1 homo_lumo_gap_ha=0.2269
N 5.67 -2.75 3.90
C 5.88 -1.50 3.36
N 6.85 -0.99 2.32
C 6.56 0.50 2.01
O 6.78 0.77 0.56
C 5.03 0.68 2.59
C 4.48 2.24 2.87
C 3.46 2.36 4.14
C 1.86 2.58 3.69
F 1.18 3.00 4.97
F 1.91 3.72 2.71
C 1.30 1.18 3.06
F 1.86 0.91 1.68
F 1.77 0.00 3.89
S -0.55 1.01 2.91
F -0.38 -0.72 2.84
F -0.81 0.88 4.60
F -0.84 2.69 2.86
F -0.37 0.99 1.17
F -2.24 0.77 2.69
N 5.09 -0.28 3.76
H 5.81 -2.87 4.93
H 5.39 -3.53 3.27
H 6.67 -1.65 1.53
H 7.28 1.04 2.77
H 7.40 0.05 0.19
H 4.34 0.08 1.82
H 4.02 2.57 1.83
H 5.43 2.94 3.06
H 3.55 1.51 4.94
H 3.74 3.37 4.70
H 5.79 0.24 4.37
C -4.10 -0.95 0.74
C -5.31 -1.29 -0.12
O -6.05 -0.10 -0.45
C -5.52 0.66 -1.43
O -4.49 0.43 -2.05
O -6.31 1.75 -1.60
C -5.81 2.70 -2.54
H -4.41 -0.37 1.62
H -3.60 -1.86 1.06
H -3.39 -0.33 0.19
H -5.99 -1.93 0.45
H -5.03 -1.83 -1.02
H -5.59 2.22 -3.50
H -4.92 3.18 -2.13
H -6.58 3.46 -2.70
C -0.67 1.55 -2.75
C -1.69 2.16 -3.70
O -1.57 3.59 -3.72
C -0.53 4.07 -4.46
O 0.28 3.41 -5.08
O -0.54 5.43 -4.35
C 0.56 6.06 -4.99
H -0.75 2.00 -1.76
H -0.83 0.47 -2.66
H 0.35 1.72 -3.10
H -2.70 1.94 -3.34
H -1.61 1.74 -4.71
H 0.65 5.75 -6.04
H 1.49 5.84 -4.45
H 0.40 7.14 -4.97
C -1.82 -7.63 -0.90
C -2.66 -7.00 -1.99
O -3.05 -5.67 -1.65
C -2.09 -4.72 -1.80
O -0.95 -4.91 -2.19
O -2.60 -3.53 -1.39
C -1.66 -2.46 -1.40
H -2.34 -7.57 0.07
H -1.60 -8.67 -1.12
H -0.87 -7.10 -0.77
H -3.59 -7.58 -2.11
H -2.15 -7.02 -2.96
H -1.17 -2.37 -2.38
H -0.92 -2.62 -0.61
H -2.19 -1.53 -1.20

(4)
16
Properties=species:S:1:pos:R:3 method="wB97M-V/def2-TZVPD" de_lowest_kcal_mol=5.6 smiles="CC(=[PH2]F)C(C)(F)F" homo_lumo_gap_ha=0.3144
C -1.52 -1.24 0.68
C 1.04 1.04 0.70
C -1.41 0.21 0.17
C -0.15 0.81 -0.26
F -2.30 0.41 -0.86
F -2.02 0.85 1.23
F 1.24 2.08 -1.99
P 0.10 0.95 -1.94
H -0.74 -1.58 1.36
H -2.44 -1.55 1.14
H -1.29 -2.01 -0.02
H 0.66 0.97 1.66
H 1.73 0.14 0.74
H 1.61 1.92 0.49
H -0.91 1.43 -2.80
H 0.73 0.19 -2.83

(5)
13
Properties=species:S:1:pos:R:3 method="wB97M-V/def2-TZVPD" de_lowest_kcal_mol=110.8 total_charge=+1 homo_lumo_gap_ha=0.3735
C 0.12 -1.66 -0.30
C 0.45 0.68 1.90
C 0.32 -0.22 -0.59
C -0.78 0.60 -1.17
N 0.17 -1.51 1.01
N 0.31 -0.15 0.93
H 0.12 -2.40 -1.04
H 0.07 0.61 2.91
H 0.99 1.60 1.59
H 1.22 0.00 -1.25
H -1.69 0.74 -0.68
H -0.99 0.15 -2.13
H -0.30 1.55 -1.20

(6)
25
Properties=species:S:1:pos:R:3 method="wB97M-V/def2-TZVPD" de_lowest_kcal_mol=123.5 homo_lumo_gap_ha="0.2909 / 0.1961"
C -1.85 -2.38 -0.19
C -0.66 -3.08 -0.08
C -1.90 -1.03 0.05
C 0.51 -2.39 0.22
C -0.74 -0.24 0.21
C 0.49 -1.00 0.32
C 2.13 0.29 -1.02
C -0.79 1.14 0.32
C 2.39 0.12 1.30
C -2.08 3.12 -0.36
N 1.67 -0.26 0.19
O 3.16 0.99 -1.23
O 3.61 0.64 1.21
O -2.03 1.71 0.08
H -2.77 -2.96 -0.42
H -0.61 -4.13 -0.27
H -2.82 -0.51 -0.11
H 1.51 -2.93 -0.07
H 1.46 0.10 -1.90
H -0.02 1.77 0.73
H 2.19 -0.22 2.30
H -1.90 3.29 -1.51
H -1.47 3.68 0.39
H -3.17 3.40 -0.17
H 3.69 0.88 0.04

(7)
176
Properties=species:S:1:pos:R:3 method="wB97M-V/def2-TZVPD" spin_multiplicity=2 total_charge=-2 homo_lumo_gap_ha="0.0295 / 0.2899"
Cl 7.90 -7.70 12.06
O 8.14 -7.66 10.66
O 8.70 -6.73 12.70
O 6.52 -7.46 12.40
O 8.28 -9.02 12.57
C 11.55 -9.08 10.55
O 12.63 -8.20 10.70
C 12.20 -6.90 11.03
C 11.63 -6.08 9.86
N 12.36 -6.34 8.61
C 13.59 -5.57 8.43
C 14.47 -5.95 7.21
O 14.27 -7.34 6.86
C 15.17 -7.75 5.90
H 11.91 -10.11 10.48
H 10.88 -8.91 9.70
H 10.90 -9.11 11.43
H 13.00 -6.32 11.48
H 11.41 -6.93 11.79
H 11.56 -5.00 10.01
H 10.65 -6.41 9.52
H 12.67 -7.26 8.89
H 14.19 -5.68 9.33
H 13.45 -4.49 8.37
H 15.51 -5.81 7.50
H 14.13 -5.27 6.44
H 15.18 -8.84 5.80
H 16.22 -7.49 6.04
H 15.00 -7.32 4.91
C 6.93 -1.62 7.47
O 6.49 -2.41 8.55
C 6.60 -3.79 8.21
C 6.31 -4.71 9.37
N 4.85 -4.89 9.76
C 4.07 -3.67 10.00
C 4.61 -2.97 11.26
O 4.84 -4.02 12.22
C 3.67 -4.48 12.90
H 6.36 -1.95 6.60
H 7.99 -1.70 7.22
H 6.66 -0.56 7.49
H 7.60 -3.94 7.81
H 5.95 -3.99 7.35
H 6.82 -4.45 10.29
H 6.70 -5.71 9.19
H 4.83 -5.35 10.65
H 3.05 -4.04 10.11
H 4.13 -3.06 9.10
H 3.86 -2.29 11.68
H 5.47 -2.36 11.00
H 4.09 -5.15 13.65
H 2.98 -5.05 12.27
H 3.13 -3.69 13.42
C 6.29 -6.60 6.12
O 6.51 -7.94 6.30
C 7.22 -8.26 7.51
C 8.16 -9.44 7.34
N 9.06 -9.14 6.21
C 10.10 -8.23 6.59
C 10.99 -8.02 5.33
O 10.33 -7.23 4.37
C 11.16 -7.00 3.21
H 5.92 -6.37 5.12
H 7.22 -6.03 6.18
H 5.61 -6.22 6.88
H 6.46 -8.35 8.28
H 7.84 -7.39 7.75
H 7.57 -10.32 7.08
H 8.75 -9.66 8.23
H 8.49 -8.39 5.84
H 10.67 -8.73 7.38
H 9.76 -7.23 6.86
H 11.25 -8.95 4.82
H 11.93 -7.52 5.58
H 11.62 -7.89 2.77
H 11.94 -6.26 3.40
H 10.59 -6.62 2.37
C 12.10 4.43 11.58
O 11.29 3.21 11.50
C 10.70 3.02 10.21
C 9.61 1.98 10.16
N 9.98 0.68 10.54
C 8.98 -0.33 10.06
C 9.32 -1.80 10.23
O 9.44 -2.20 11.63
C 9.93 -3.51 11.94
H 12.63 4.54 12.52
H 11.71 5.43 11.40
H 12.93 4.33 10.88
H 11.50 2.80 9.50
H 10.26 3.94 9.84
H 9.38 1.86 9.11
H 8.79 2.22 10.84
H 10.01 0.76 11.55
H 8.92 -0.19 8.98
H 8.02 -0.14 10.53
H 10.31 -2.01 9.83
H 8.57 -2.40 9.70
H 11.01 -3.46 12.04
H 9.62 -4.19 11.15
H 9.50 -3.87 12.88
C 9.87 -7.08 16.55
O 8.77 -6.39 17.13
C 7.63 -6.17 16.28
C 6.90 -7.41 15.76
N 6.09 -8.04 16.84
C 5.51 -9.33 16.35
C 6.50 -10.40 15.85
O 6.99 -11.00 17.06
C 7.71 -12.15 16.90
H 10.51 -6.59 15.82
H 9.54 -8.06 16.21
H 10.53 -7.28 17.40
H 7.91 -5.54 15.44
H 6.91 -5.57 16.84
H 7.48 -8.06 15.11
H 6.12 -7.04 15.09
H 6.75 -8.31 17.56
H 4.80 -9.14 15.54
H 4.82 -9.80 17.06
H 7.31 -9.99 15.25
H 6.02 -11.14 15.21
H 8.71 -11.86 16.55
H 7.20 -12.78 16.17
H 8.01 -12.74 17.76
C 5.95 -11.01 10.87
O 5.88 -12.38 10.43
C 4.56 -12.73 10.26
C 4.13 -12.38 8.83
N 2.70 -12.64 8.60
C 2.08 -11.88 7.46
C 0.74 -12.52 7.02
O 0.94 -13.87 6.59
C -0.30 -14.45 6.21
H 5.14 -10.36 10.55
H 6.85 -10.46 10.61
H 5.94 -11.09 11.96
H 3.88 -12.31 11.00
H 4.37 -13.80 10.35
H 4.76 -12.93 8.13
H 4.18 -11.32 8.57
H 2.51 -13.60 8.35
H 2.83 -11.76 6.67
H 1.74 -10.96 7.93
H 0.20 -11.95 6.26
H 0.02 -12.57 7.83
H -0.23 -15.51 5.96
H -0.78 -14.01 5.34
H -1.06 -14.37 6.98
C 18.40 -11.69 17.26
O 17.01 -11.48 17.52
C 16.54 -10.28 18.18
C 15.05 -10.13 18.32
N 14.28 -9.77 17.12
C 14.45 -10.85 16.16
C 13.59 -10.56 14.98
O 12.19 -10.39 15.38
C 11.42 -9.78 14.36
H 18.95 -11.27 18.10
H 18.81 -11.16 16.40
H 18.50 -12.77 17.31
H 16.87 -9.44 17.57
H 16.99 -10.25 19.17
H 14.73 -9.35 19.01
H 14.64 -11.02 18.79
H 13.28 -9.77 17.27
H 14.14 -11.82 16.55
H 15.46 -11.01 15.79
H 13.60 -11.29 14.17
H 13.91 -9.63 14.49
H 10.33 -9.86 14.40
H 11.65 -10.35 13.46
H 11.63 -8.73 14.15
O 7.03 -3.91 13.45
H 7.42 -4.77 13.31
H 6.16 -3.97 13.05

(8)
14
Properties=species:S:1:pos:R:3 method="wB97M-V/def2-TZVPD" de_lowest_kcal_mol=57.8 spin_multiplicity=3 homo_lumo_gap_ha="0.1888 / 0.2724"
C -0.88 -1.24 0.49
C -2.11 -1.12 -0.04
C -0.01 -0.12 0.48
C 2.18 0.63 -0.21
N -0.99 1.12 -0.21
O 1.10 -0.36 -0.33
S -2.51 0.50 -0.59
H -0.74 -2.24 0.85
H -2.93 -1.84 -0.15
H 0.12 0.44 1.45
H 2.31 1.16 -1.14
H 3.11 0.18 -0.02
H 1.90 1.35 0.57
H -0.55 1.55 -1.13

(9)
87
Properties=species:S:1:pos:R:3 method="wB97M-V/def2-TZVPD" spin_multiplicity=2 homo_lumo_gap_ha="0.2206 / 0.2199"
Co 0.37 -1.04 -0.30
O 1.87 -0.99 -3.97
C 1.24 -0.37 -3.11
N 1.52 -0.32 -1.80
C 2.89 -0.48 -1.44
C 3.94 0.04 -2.19
C 5.25 -0.10 -1.76
C 5.53 -0.77 -0.57
C 4.49 -1.29 0.19
C 3.18 -1.15 -0.25
N 2.03 -1.62 0.42
C 2.03 -2.58 1.32
O 2.94 -3.30 1.75
C 0.64 -2.76 1.89
C 0.42 -3.56 2.99
C -0.85 -3.64 3.53
C -1.87 -2.92 2.93
C -1.58 -2.16 1.81
N -0.35 -2.07 1.30
C 0.02 0.40 -3.62
C -0.38 0.16 -4.94
C -1.47 0.84 -5.45
C -2.13 1.75 -4.63
C -1.64 1.94 -3.35
N -0.60 1.28 -2.85
H 3.73 0.56 -3.12
H 6.06 0.31 -2.35
H 6.55 -0.88 -0.24
H 4.68 -1.83 1.10
H 1.27 -4.10 3.39
H -1.04 -4.25 4.41
H -2.88 -2.93 3.32
H -2.36 -1.62 1.31
H 0.18 -0.56 -5.52
H -1.80 0.67 -6.46
H -2.98 2.32 -4.99
H -2.13 2.65 -2.68
N -1.40 5.07 3.10
C -1.64 5.84 4.22
C -2.42 6.98 4.43
C -2.44 7.48 5.71
C -1.72 6.87 6.75
C -0.96 5.74 6.54
C -0.93 5.22 5.24
N -0.27 4.10 4.76
C -0.57 4.05 3.49
C -0.11 3.01 2.56
C -0.28 3.10 1.19
C 0.11 2.04 0.38
N 0.65 0.93 0.87
C 0.88 0.87 2.18
C 0.51 1.87 3.06
H -1.76 5.23 2.18
H -2.97 7.45 3.63
H -3.03 8.36 5.93
H -1.76 7.30 7.74
H -0.39 5.27 7.33
H -0.68 4.00 0.72
H 0.00 2.07 -0.70
H 1.38 -0.02 2.53
H 0.69 1.78 4.13
C 2.95 -4.03 -1.74
P 1.20 -4.18 -2.05
C 1.00 -4.09 -3.83
C 0.71 -5.83 -1.56
O 0.39 -3.12 -1.35
H 3.49 -4.91 -2.10
H 3.13 -3.91 -0.66
H 3.32 -3.14 -2.25
H 1.65 -4.81 -4.34
H 1.27 -3.08 -4.13
H -0.04 -4.29 -4.09
H 1.26 -6.59 -2.12
H -0.36 -5.96 -1.72
H 0.92 -5.95 -0.49
N -6.40 -0.30 -3.06
C -5.33 -0.38 -2.64
C -3.99 -0.47 -2.11
C -3.64 0.21 -0.95
C -2.35 0.08 -0.48
N -1.42 -0.66 -1.09
C -1.76 -1.31 -2.20
C -3.03 -1.25 -2.75
H -4.36 0.83 -0.43
H -2.03 0.62 0.40
H -0.99 -1.91 -2.66
H -3.27 -1.79 -3.65